Record 1
The following is a quantum chemistry calculation of C16H28BNO32S6 as an isolated structure in a non-equilibrium geometry, from the OMol25 dataset.

Summary:
LUMO energy: -2.20 eV
energy above the lowest of the compared OMol25 structures with the same formula, charge and spin: 158.4 kcal per mole
E: -149737.9146 eV
HOMO-LUMO gap: 8.353 eV
2S+1: 1

Atoms and positions in Å:
S (-1.1345, -3.9708, 1.7104)
S (-5.9883, 0.0967, -1.2751)
S (-4.0570, 1.5971, 7.1203)
S (7.6065, 1.5145, -3.8266)
S (2.9048, 5.6170, -2.5734)
S (-1.5288, 0.1384, -3.8929)
O (-7.0774, -0.4856, -2.0149)
O (-2.2794, -1.4316, -3.9707)
O (8.3538, 2.6721, -4.2380)
O (2.4320, 6.9531, -3.0306)
O (2.8491, -0.1345, -2.7119)
O (-1.4267, -5.2511, 1.0204)
O (1.0312, -1.5781, -0.0880)
O (1.9952, 5.1488, -1.2616)
O (-5.1568, 1.1006, 7.9189)
O (-1.8334, 1.5205, 1.6061)
O (1.8726, 0.4891, -0.7450)
O (8.0543, 0.7415, -2.4149)
O (-5.3530, -0.8346, -0.0850)
O (-3.4853, 2.9498, 7.2476)
O (-2.1090, 1.2245, -4.6801)
O (7.2533, 0.4838, -4.8728)
O (-2.0302, 0.2085, -2.2038)
O (-0.4240, 0.5320, 0.0557)
O (4.3379, 5.4462, -2.2890)
O (1.8685, -2.8145, -1.8304)
O (0.4499, -3.9877, 2.2365)
O (2.4233, 4.2985, -3.4857)
O (-6.5187, 1.1748, -0.1403)
O (1.3654, 0.1333, 1.6108)
O (0.4976, 1.1920, 3.4116)
O (-0.1158, -0.1123, -3.8802)
O (-2.7759, 0.5453, 6.9573)
O (6.1400, 1.9375, -3.1465)
O (-4.8906, 0.7420, -1.9537)
O (-4.4141, 1.3349, 5.5563)
O (-1.6840, -4.0080, 3.1860)
O (-1.5469, -2.6568, 1.1428)
N (3.0472, -5.2026, -3.4879)
C (2.0001, 3.1985, -2.6642)
C (-4.9543, -0.0862, 1.1104)
C (0.5526, -3.1808, 3.4817)
C (6.9800, 0.2601, -1.6537)
C (5.7583, 0.7260, -2.4574)
C (1.6513, -1.7255, -1.2583)
C (-5.6586, 1.3499, 0.9312)
C (-3.1940, 1.2376, 4.7948)
C (0.4831, 0.8580, 2.2203)
C (-0.7356, 1.0550, 1.2389)
C (2.2583, -0.3582, -1.6790)
C (-0.8267, -3.2733, 4.0822)
C (1.4430, 3.8031, -1.4586)
C (-2.2650, -1.0892, -1.6440)
C (-2.0976, 0.7181, 5.6743)
C (-3.0226, -1.8207, -2.8284)
B (0.9283, -0.1189, 0.2113)
H (-4.7912, 1.9850, 0.7513)
H (-3.0322, -0.9941, -0.8757)
H (1.2344, -3.5306, 4.2569)
H (2.2335, -5.7944, -3.5771)
H (3.1938, -4.6501, -4.3208)
H (-1.2700, -2.2856, 4.2093)
H (3.9259, -5.6888, -3.3791)
H (1.3567, 2.4796, -3.1715)
H (-4.0983, -1.6490, -2.8662)
H (-5.2748, -0.6002, 2.0165)
H (6.9854, -0.8164, -1.4830)
H (0.8857, -2.1581, 3.3049)
H (4.8639, 0.8338, -1.8439)
H (-1.3389, -1.5337, -1.2796)
H (1.5979, 3.3600, -0.4748)
H (-2.8711, 2.2335, 4.4916)
H (2.7918, -4.5804, -2.7341)
H (5.3247, 0.0514, -3.1957)
H (-6.1839, 1.5881, 1.8560)
H (-3.3560, 0.6747, 3.8756)
H (-0.8547, -3.6061, 5.1197)
H (2.9382, 2.6803, -2.4652)
H (-2.8454, -2.8897, -2.7107)
H (7.1390, 0.8392, -0.7441)
H (-3.8855, 0.1041, 1.0135)
H (0.3554, 3.8519, -1.5124)
H (-1.2398, 1.3736, 5.8238)
H (-1.7377, -0.1563, 5.1320)

Löwdin population analysis, charges in e, atoms 1 to 6:
1. S 0.73
2. S 0.70
3. S 0.73
4. S 0.78
5. S 0.77
6. S 0.82

Record 2
The following is a quantum chemistry calculation of a 5-piece molecular cluster, C2H12O5 overall in a non-equilibrium geometry, from the OMol25 dataset.

Summary:
LUMO energy: 0.57 eV
structure (SMILES): CC=O.O.O.O.O
energy above the lowest of the compared OMol25 structures with the same formula, charge and spin: 12.0 kcal per mole
E: -12505.6611 eV
HOMO-LUMO gap: 11.050 eV
2S+1: 1

Atoms and positions in Å:
O (0.1721, 0.8722, -0.7043)
O (0.4341, -2.0609, 1.3443)
O (-1.9247, -0.2852, 1.6918)
O (-1.7233, -3.3733, 0.0529)
O (1.1205, 1.3972, 1.9249)
C (0.6368, 0.8827, -1.8215)
C (0.8825, 2.1436, -2.6104)
H (-0.8153, -3.4228, 0.3924)
H (-1.3390, 0.4244, 1.6877)
H (-2.8417, -0.0560, 1.5642)
H (1.9574, 2.1388, -2.8024)
H (0.6182, 3.0009, -2.0094)
H (-2.2131, -3.4915, 0.8783)
H (0.3233, 2.1300, -3.5305)
H (-0.2894, -1.4101, 1.3179)
H (0.8018, 1.5785, 1.0261)
H (2.0423, 1.1681, 1.7786)
H (1.0040, -1.6011, 1.9783)
H (1.1533, -0.0355, -2.1587)

Löwdin population analysis, charges in e, atoms 1 to 6:
1. O 0.01
2. O -0.08
3. O -0.01
4. O -0.08
5. O -0.06
6. C -0.27

Record 3
The following is a quantum chemistry calculation of an isolated ion of composition C5H8N and charge +1 in a non-equilibrium geometry, from the OMol25 dataset.

Summary:
LUMO energy (spin up / spin down): -3.74 / -6.63 eV
total charge: +1
energy above the lowest of the compared OMol25 structures with the same formula, charge and spin: 73.6 kcal per mole
E: -6791.3835 eV
HOMO-LUMO gap (spin up / spin down): 8.962 / 7.677 eV
2S+1: 3

Atoms and positions in Å:
N (-0.8911, 0.8780, -0.7296)
C (1.8143, -0.6807, -1.2445)
C (-0.8026, -0.6299, 1.1543)
C (1.4246, -0.2796, -0.0466)
C (2.3997, -0.7792, -2.3649)
C (0.0671, 0.3489, 0.3624)
H (2.0348, -0.4403, 0.8365)
H (-0.9638, -1.5471, 0.5945)
H (-0.3653, -0.8845, 2.1130)
H (-0.3991, 0.7961, -1.6398)
H (0.3082, 1.2093, 0.9951)
H (-1.7408, 0.3066, -0.7889)
H (-1.1187, 1.8673, -0.5999)
H (-1.7672, -0.1649, 1.3586)

Löwdin population analysis, charges in e, atoms 1 to 6:
1. N 0.23
2. C -0.21
3. C -0.05
4. C -0.08
5. C 0.32
6. C -0.29

Record 4
The following is a quantum chemistry calculation of an isolated molecule of C4H3BrO in a non-equilibrium geometry, from the OMol25 dataset.

Summary:
LUMO energy: -0.15 eV
structure (SMILES): O=C1CC=C1Br
energy above the lowest of the compared OMol25 structures with the same formula, charge and spin: 7.7 kcal per mole
E: -76284.5679 eV
HOMO-LUMO gap: 9.451 eV
2S+1: 1

Atoms and positions in Å:
Br (3.9102, 0.2562, -0.0043)
O (1.5328, -2.5687, 0.0399)
C (0.0037, -0.5646, -0.0540)
C (0.8897, 0.6437, 0.0627)
C (1.3051, -1.4017, -0.0291)
C (2.1016, -0.1599, -0.0003)
H (0.7145, 1.6889, 0.1992)
H (-0.6646, -0.7564, 0.7860)
H (-0.5567, -0.6494, -0.9859)

Löwdin population analysis, charges in e, atoms 1 to 6:
1. Br 0.75
2. O 0.12
3. C -0.11
4. C 0.01
5. C -0.45
6. C -0.65